Formula: C21H28BCl57N3O2
Source: OMol25
Level of theory: the ωB97M-V functional and the def2-TZVPD basis

Cartesian coordinates (Å):
N1 -0.716 -3.315 4.550
C1 0.057 -3.501 3.508
N2 -0.392 -4.367 2.524
N3 1.291 -2.898 3.400
C2 1.296 -1.405 3.569
B1 1.274 -0.678 2.140
O1 2.184 -1.106 1.214
O2 0.377 0.342 1.873
H1 -0.314 -2.744 5.290
H2 -1.710 -3.129 4.391
H3 -0.120 -5.332 2.642
H4 -1.005 -4.065 1.786
H5 2.001 -3.351 3.975
H6 2.232 -1.117 4.054
H7 0.479 -1.057 4.205
H8 1.735 -1.371 0.398
H9 -0.468 -0.004 1.569
C3 2.233 -7.175 4.299
Cl1 0.639 -7.784 3.844
Cl2 3.081 -6.548 2.890
Cl3 2.062 -5.913 5.527
H10 2.811 -7.990 4.717
C4 4.760 -1.609 -1.076
Cl4 6.395 -2.158 -0.735
Cl5 4.726 -0.492 -2.436
Cl6 3.681 -2.984 -1.375
H11 4.386 -1.088 -0.203
C5 5.955 -4.470 6.884
Cl7 6.009 -4.222 8.622
Cl8 5.685 -6.169 6.496
Cl9 4.708 -3.445 6.147
H12 6.909 -4.176 6.467
C6 1.106 1.401 -2.268
Cl10 1.619 2.524 -1.011
Cl11 1.689 -0.224 -1.898
Cl12 -0.655 1.428 -2.433
H13 1.544 1.710 -3.209
C7 -1.792 3.371 -5.419
Cl13 -1.583 2.630 -7.002
Cl14 -0.544 4.579 -5.123
Cl15 -3.405 4.073 -5.261
H14 -1.689 2.595 -4.672
C8 0.214 -2.840 -5.184
Cl16 1.706 -3.634 -4.676
Cl17 -0.151 -1.474 -4.119
Cl18 0.318 -2.322 -6.859
H15 -0.594 -3.555 -5.099
C9 -3.869 -0.092 -8.968
Cl19 -2.430 -0.732 -8.166
Cl20 -3.677 -0.132 -10.715
Cl21 -5.302 -0.978 -8.457
H16 -3.994 0.942 -8.666
C10 3.227 -6.953 10.048
Cl22 4.881 -7.450 10.370
Cl23 2.812 -5.503 10.961
Cl24 2.977 -6.685 8.315
H17 2.566 -7.750 10.363
C11 -4.349 -4.295 2.889
Cl25 -5.976 -4.768 2.469
Cl26 -3.484 -3.670 1.473
Cl27 -4.340 -3.079 4.178
H18 -3.816 -5.167 3.248
C12 -3.198 7.551 -4.040
Cl28 -4.805 7.305 -4.723
Cl29 -2.117 8.291 -5.212
Cl30 -3.290 8.534 -2.573
H19 -2.792 6.583 -3.771
C13 -3.774 4.140 -11.759
Cl31 -3.318 3.577 -10.147
Cl32 -2.447 5.035 -12.495
Cl33 -4.251 2.784 -12.778
H20 -4.622 4.805 -11.659
C14 5.066 -9.997 13.948
Cl34 6.162 -11.151 13.188
Cl35 5.955 -8.601 14.551
Cl36 3.808 -9.498 12.817
H21 4.591 -10.485 14.789
C15 9.025 -11.599 15.686
Cl37 8.882 -11.241 17.407
Cl38 10.403 -10.756 14.981
Cl39 9.143 -13.337 15.413
H22 8.130 -11.241 15.196
C16 -5.558 11.076 -1.010
Cl40 -7.143 10.819 -1.744
Cl41 -4.465 11.836 -2.165
Cl42 -5.695 12.041 0.457
H23 -5.154 10.109 -0.743
C17 -8.053 0.817 -5.776
Cl43 -8.325 0.928 -4.036
Cl44 -6.426 1.355 -6.191
Cl45 -8.340 -0.825 -6.350
H24 -8.758 1.473 -6.268
C18 1.807 6.725 -2.817
Cl46 2.054 6.012 -4.412
Cl47 3.025 7.956 -2.487
Cl48 0.183 7.397 -2.682
H25 1.912 5.940 -2.078
C19 -7.432 13.300 -4.500
Cl49 -9.143 13.567 -4.165
Cl50 -7.200 12.649 -6.123
Cl51 -6.505 14.782 -4.277
H26 -7.068 12.569 -3.792
C20 3.405 6.673 1.508
Cl52 2.722 6.856 3.121
Cl53 5.160 6.588 1.568
Cl54 2.738 5.238 0.709
H27 3.126 7.538 0.922
C21 -0.621 1.516 -12.338
Cl55 -0.107 0.951 -10.747
Cl56 0.639 2.482 -13.101
Cl57 -1.087 0.161 -13.365
H28 -1.492 2.146 -12.202

Forces on atoms 1 to 2 (eV/Å):
N 0.0639 1.8820 -0.2581
C 0.0334 -0.8721 -0.4750

Computed properties:
strongest force on any atom = 0.0370 hartree/bohr
LUMO = -4.56 eV
charge = +1
electronic energy = -27387.245908 hartree
Kohn-Sham gap = 0.2633 hartree
HOMO = -11.728 eV